<A>
Formula: C3H3ClN2O
Source: OMol25
Level of theory: wB97M-V/def2-TZVPD

Geometry as ORCA input:
```
! wB97M-V def2-TZVPD RIJCOSX def2/J DEFGRID3
* xyz 0 1
N -0.525 1.747 0.012
C -0.336 0.418 -0.041
N -1.437 -0.335 -0.100
O -1.010 -1.607 0.041
C 0.328 -1.624 -0.014
C 0.840 -0.366 -0.032
Cl 2.544 -0.118 -0.017
H -1.450 2.090 0.147
H 0.277 2.379 -0.017
H 0.769 -2.584 0.020
*
```

Results
LUMO energy   0.76 eV
SMILES   Nc1nocc1Cl
HOMO-LUMO gap   9.65 eV



<B>
Formula: C3H3ClN2O
Source: OMol25
Level of theory: wB97M-V/def2-TZVPD

Geometry as ORCA input:
```
! wB97M-V def2-TZVPD RIJCOSX def2/J DEFGRID3
* xyz 0 1
H 1.556 -1.447 0.406
N 0.615 -1.841 0.349
C -0.392 -1.132 0.015
C -0.658 0.341 -0.131
N -2.115 0.018 0.030
Cl -3.517 1.057 0.012
C -1.813 -1.512 -0.018
O -2.570 -2.407 -0.019
H -0.213 0.854 0.836
H -0.419 0.787 -1.082
*
```

Results
LUMO energy   -0.42 eV
SMILES   [H]/N=C1\CN(Cl)C1=O
HOMO-LUMO gap   9.16 eV



Most stable to least stable: <A>, <B>



<A>
Formula: H3S3
Source: OMol25
Level of theory: wB97M-V/def2-TZVPD

Geometry as ORCA input:
```
! wB97M-V def2-TZVPD RIJCOSX def2/J DEFGRID3
* xyz -1 1
S 1.826 -1.579 0.097
H 2.565 -0.684 0.788
S -1.800 1.504 -0.385
S -0.147 0.054 0.020
H -1.976 1.266 -1.671
H -0.468 -0.561 1.151
*
```

Results
LUMO energy   3.45 eV
HOMO-LUMO gap   6.49 eV



<B>
Formula: H3S3
Source: OMol25
Level of theory: wB97M-V/def2-TZVPD

Geometry as ORCA input:
```
! wB97M-V def2-TZVPD RIJCOSX def2/J DEFGRID3
* xyz -1 1
S -0.864 1.338 1.271
H -1.931 2.070 0.985
S 1.934 -0.655 -0.818
S -1.350 -0.360 0.140
H 1.624 -1.890 -1.231
H 0.587 -0.502 -0.348
*
```

Results
LUMO energy   3.57 eV
HOMO-LUMO gap   6.36 eV



<C>
Formula: H3S3
Source: OMol25
Level of theory: wB97M-V/def2-TZVPD

Geometry as ORCA input:
```
! wB97M-V def2-TZVPD RIJCOSX def2/J DEFGRID3
* xyz -1 1
S -1.714 0.855 -1.386
H -0.671 1.482 -0.975
S 1.667 0.051 0.957
S -1.230 -0.908 -0.438
H 1.753 -1.271 1.439
H 0.194 -0.208 0.403
*
```

Results
LUMO energy   3.56 eV
HOMO-LUMO gap   6.62 eV



Most stable to least stable: <B>, <C>, <A>



<A>
Formula: C5H8N4
Source: OMol25
Level of theory: wB97M-V/def2-TZVPD

Geometry as ORCA input:
```
! wB97M-V def2-TZVPD RIJCOSX def2/J DEFGRID3
* xyz 0 1
C 0.749 2.277 -1.261
C -1.116 0.723 -0.779
C -0.359 -2.268 0.612
C 0.644 -1.514 1.436
C 1.186 -0.258 1.030
H 0.059 3.216 -0.417
H 0.392 2.416 -2.587
H 2.132 2.213 -0.935
H -1.786 1.401 -1.276
H -2.479 -2.271 -0.007
H -0.455 -3.192 1.217
H 1.186 -2.007 2.135
H 2.079 -0.269 1.744
N 0.257 0.877 -0.790
N -1.929 -0.289 -0.277
N -1.503 -1.729 -0.095
N 0.942 0.674 0.251
*
```

Results
LUMO energy   0.28 eV
HOMO-LUMO gap   8.30 eV



<B>
Formula: C5H8N4
Source: OMol25
Level of theory: wB97M-V/def2-TZVPD

Geometry as ORCA input:
```
! wB97M-V def2-TZVPD RIJCOSX def2/J DEFGRID3
* xyz 0 1
N -1.628 -0.559 -0.654
C -0.751 -0.703 0.583
C 0.436 -1.589 0.139
N 1.755 -1.295 -0.059
N 2.515 -0.071 0.039
C 1.825 1.012 -0.325
C 0.424 1.100 -0.606
N -0.540 1.988 0.214
C -0.124 0.745 0.831
H -1.830 -1.624 -0.896
H -2.700 -0.182 -0.459
H -1.218 -1.039 1.562
H 0.145 -2.488 -0.143
H 2.562 1.846 -0.238
H 0.046 0.342 -1.406
H -1.338 1.788 -0.345
H 0.422 0.728 1.763
*
```

Results
LUMO energy   0.33 eV
SMILES   N[C@H]1C=NN=C[C@@H]2N[C@H]21
HOMO-LUMO gap   8.87 eV



Most stable to least stable: <B>, <A>



<A>
Formula: C6H10O2
Source: OMol25
Level of theory: wB97M-V/def2-TZVPD

Geometry as ORCA input:
```
! wB97M-V def2-TZVPD RIJCOSX def2/J DEFGRID3
* xyz 0 1
C -0.782 1.996 -1.949
O -0.376 1.573 -0.642
C -0.369 0.273 -0.173
C -0.281 -0.797 -1.139
C -0.470 0.153 1.176
C 0.167 -0.993 1.951
C 1.584 -1.276 1.687
O 1.159 -0.561 2.881
H -0.311 1.455 -2.752
H -0.554 3.049 -2.002
H -1.844 1.981 -1.936
H -0.096 -1.807 -0.668
H 0.512 -0.664 -1.866
H -1.228 -0.917 -1.690
H -0.767 1.002 1.789
H -0.567 -1.740 2.388
H 2.062 -2.220 1.862
H 2.160 -0.507 1.084
*
```

Results
LUMO energy   0.88 eV
SMILES   CO/C(C)=C/[C@H]1CO1
HOMO-LUMO gap   9.27 eV



<B>
Formula: C6H10O2
Source: OMol25
Level of theory: wB97M-V/def2-TZVPD

Geometry as ORCA input:
```
! wB97M-V def2-TZVPD RIJCOSX def2/J DEFGRID3
* xyz 0 1
C -0.396 -0.062 -1.454
C 0.880 0.358 0.170
C -0.698 0.979 -2.204
C 1.006 1.636 0.575
O -0.635 -1.395 -1.726
H -1.119 -1.522 -2.560
H 1.666 -0.296 -0.171
H -0.410 1.963 -1.850
H -1.202 0.906 -3.165
H 0.172 2.234 0.912
H 1.973 2.108 0.472
C 0.003 -0.953 1.320
C -0.238 -0.566 2.560
O 0.085 -2.201 0.836
H -0.205 -2.228 -0.096
H -0.250 -0.153 0.242
H -0.512 -1.284 3.321
H -0.120 0.476 2.820
*
```

Results
LUMO energy   0.45 eV
HOMO-LUMO gap   7.53 eV



Most stable to least stable: <A>, <B>



<A>
Formula: C6H10O2
Source: OMol25
Level of theory: wB97M-V/def2-TZVPD

Geometry as ORCA input:
```
! wB97M-V def2-TZVPD RIJCOSX def2/J DEFGRID3
* xyz 0 1
C 1.346 -1.530 0.733
C 0.814 -0.303 0.763
C 0.741 0.683 -0.546
C 1.297 0.092 -1.815
O 0.745 1.862 -0.291
H 1.308 -2.143 -0.156
H 1.969 -1.911 1.532
H 0.928 0.291 1.663
H 1.109 0.792 -2.627
H 2.360 -0.113 -1.701
H 0.780 -0.835 -2.046
C -2.029 0.945 1.040
C -1.576 -0.235 0.228
O -1.254 -0.140 -0.987
H -1.358 1.791 0.896
H -3.016 1.238 0.675
H -2.095 0.689 2.097
H -2.069 -1.173 0.540
*
```

Results
LUMO energy   0.04 eV
SMILES   C=CC(C)=O.CC=O
HOMO-LUMO gap   9.47 eV



<B>
Formula: C6H10O2
Source: OMol25
Level of theory: wB97M-V/def2-TZVPD

Geometry as ORCA input:
```
! wB97M-V def2-TZVPD RIJCOSX def2/J DEFGRID3
* xyz 0 1
C 1.919 -1.016 0.306
C 1.261 -0.099 -0.399
C 1.557 0.172 -1.853
C 0.222 0.676 0.361
C -1.112 -0.059 0.232
C -2.122 0.442 1.217
O -2.043 0.910 2.306
O -3.368 0.103 0.694
H 2.564 -1.710 -0.183
H 1.779 -1.209 1.365
H 2.050 -0.664 -2.302
H 0.650 0.417 -2.342
H 2.402 0.837 -1.872
H 0.171 1.665 -0.054
H 0.502 0.942 1.394
H -0.936 -1.174 0.575
H -1.458 -0.089 -0.781
H -4.038 -0.146 1.337
*
```

Results
LUMO energy   0.75 eV
SMILES   C=C(C)CCC(=O)O
HOMO-LUMO gap   10.13 eV



<C>
Formula: C6H10O2
Source: OMol25
Level of theory: wB97M-V/def2-TZVPD

Geometry as ORCA input:
```
! wB97M-V def2-TZVPD RIJCOSX def2/J DEFGRID3
* xyz 0 1
O -2.262 -0.578 0.270
C -0.998 0.025 0.515
C -0.415 0.793 -0.582
C 0.465 1.983 -0.913
C 1.000 0.937 0.002
C 1.438 -0.414 -0.127
C 0.082 -1.183 0.579
O -0.278 -2.191 -0.201
H -2.567 -1.114 0.941
H -1.060 0.620 1.343
H -0.335 0.198 -1.493
H 0.603 2.127 -1.956
H 0.242 2.970 -0.602
H 1.010 1.373 1.043
H 1.438 -0.741 -1.156
H 2.335 -0.625 0.423
H 0.276 -1.465 1.574
H -0.974 -2.716 0.340
*
```

Results
LUMO energy   0.61 eV
SMILES   O[C@@H]1[C@H]2C[C@@H]2C[C@@H]1O
HOMO-LUMO gap   9.12 eV



Most stable to least stable: <B>, <A>, <C>



<A>
Formula: C6H10O2
Source: OMol25
Level of theory: wB97M-V/def2-TZVPD

Geometry as ORCA input:
```
! wB97M-V def2-TZVPD RIJCOSX def2/J DEFGRID3
* xyz 0 1
C 1.295 -1.092 0.988
C 0.647 -0.305 -0.377
C 1.633 1.082 -0.748
C 0.186 1.116 -0.542
O -0.651 1.686 0.594
C -1.472 0.490 0.564
C -1.589 -0.644 -0.650
O -0.301 -1.119 -0.908
H 0.547 -1.734 1.392
H 1.925 -2.073 0.525
H 1.981 -0.456 1.678
H 2.193 1.623 0.170
H 2.246 1.249 -1.838
H -0.373 1.113 -1.403
H -1.261 -0.308 1.486
H -2.530 0.990 0.801
H -2.334 -1.359 -0.287
H -2.143 -0.261 -1.446
*
```

Results
LUMO energy   0.94 eV
SMILES   C[C@]12C[C@@H]1OCCO2
HOMO-LUMO gap   9.65 eV



<B>
Formula: C6H10O2
Source: OMol25
Level of theory: wB97M-V/def2-TZVPD

Geometry as ORCA input:
```
! wB97M-V def2-TZVPD RIJCOSX def2/J DEFGRID3
* xyz 0 1
C 0.021 2.493 0.439
C -0.119 1.148 -0.206
O -0.577 1.038 -1.394
C 0.299 -0.089 0.336
C 1.187 -0.346 1.512
C -0.031 -1.034 -0.667
C -1.423 -1.446 -1.052
O 0.933 -1.908 -1.025
H 0.226 2.421 1.508
H -0.914 3.045 0.311
H 0.816 3.060 -0.053
H 0.647 -0.889 2.297
H 2.070 -0.941 1.255
H 1.552 0.585 1.949
H -1.535 -1.522 -2.136
H -2.161 -0.737 -0.682
H -1.625 -2.432 -0.614
H 0.634 -2.444 -1.778
*
```

Results
LUMO energy   0.55 eV
SMILES   CC(=O)/C(C)=C(\C)O
HOMO-LUMO gap   8.23 eV



<C>
Formula: C6H10O2
Source: OMol25
Level of theory: wB97M-V/def2-TZVPD

Geometry as ORCA input:
```
! wB97M-V def2-TZVPD RIJCOSX def2/J DEFGRID3
* xyz 0 1
C 0.238 0.787 1.936
C 0.590 1.093 0.696
C 2.061 1.040 0.314
C -0.337 1.435 -0.443
C -0.660 0.182 -1.311
C -0.551 -1.126 -0.576
O 0.461 -1.752 -0.472
O -1.757 -1.530 -0.067
H 0.889 0.483 2.741
H -0.799 0.856 2.269
H 2.256 0.273 -0.406
H 2.319 2.025 -0.030
H 2.689 0.971 1.193
H 0.238 2.127 -1.052
H -1.254 1.897 -0.088
H -0.004 0.166 -2.180
H -1.661 0.343 -1.673
H -1.568 -1.912 0.782
*
```

Results
LUMO energy   0.85 eV
SMILES   C=C(C)CCC(=O)O
HOMO-LUMO gap   10.44 eV



Most stable to least stable: <C>, <B>, <A>



<A>
Formula: C6H6O4S
Source: OMol25
Level of theory: wB97M-V/def2-TZVPD

Geometry as ORCA input:
```
! wB97M-V def2-TZVPD RIJCOSX def2/J DEFGRID3
* xyz 0 1
C -0.890 -2.016 -0.657
O -0.125 -2.144 0.607
C 1.081 -1.256 0.564
C 0.521 0.287 0.593
C 0.172 1.214 -0.553
S 0.308 0.826 -2.381
C -0.358 2.530 0.268
O -1.273 3.357 -0.244
O 0.330 2.499 1.569
C 0.239 1.070 2.017
O 0.006 0.594 3.245
H -1.577 -1.043 -0.677
H -0.170 -1.949 -1.597
H -1.595 -2.938 -0.823
H 1.646 -1.424 1.595
H 1.793 -1.500 -0.335
H -0.106 1.895 -3.190
*
```

Results
LUMO energy   -1.53 eV
SMILES   COCC1=C(S)C(=O)OC1=O
HOMO-LUMO gap   8.23 eV



<B>
Formula: C6H6O4S
Source: OMol25
Level of theory: wB97M-V/def2-TZVPD

Geometry as ORCA input:
```
! wB97M-V def2-TZVPD RIJCOSX def2/J DEFGRID3
* xyz 0 1
C 1.901 1.174 0.162
C 0.829 1.981 0.076
C 1.795 -0.271 0.262
C 0.640 -0.893 -0.389
C -0.790 0.384 -0.474
C -2.183 -0.109 -0.148
O 2.534 -0.995 0.920
O -0.458 1.610 -0.018
O 0.350 -2.169 -0.058
O -2.226 -1.112 0.823
S 0.047 -0.235 -1.943
H 2.871 1.605 0.352
H 0.910 3.058 0.151
H -2.663 -0.436 -1.083
H -2.746 0.738 0.258
H 1.002 -2.411 0.630
H -1.812 -1.917 0.478
*
```

Results
LUMO energy   0.25 eV
HOMO-LUMO gap   9.05 eV



Most stable to least stable: <B>, <A>



<A>
Formula: H2NOS2
Source: OMol25
Level of theory: wB97M-V/def2-TZVPD

Geometry as ORCA input:
```
! wB97M-V def2-TZVPD RIJCOSX def2/J DEFGRID3
* xyz -1 1
N 0.141 0.081 1.121
S 0.499 -1.016 0.107
O 1.882 -1.536 0.227
S -1.240 -2.347 -0.474
H -0.776 0.414 0.791
H 0.460 -0.604 -1.237
*
```

Results
LUMO energy   3.87 eV
SMILES   N=[S@@H]([O-])=S
HOMO-LUMO gap   7.72 eV



<B>
Formula: H2NOS2
Source: OMol25
Level of theory: wB97M-V/def2-TZVPD

Geometry as ORCA input:
```
! wB97M-V def2-TZVPD RIJCOSX def2/J DEFGRID3
* xyz -1 1
N -0.249 0.806 0.282
O -0.638 1.602 -0.512
S 1.996 0.327 -0.072
S -0.882 -1.025 -0.238
H 1.359 -0.746 -0.371
H -1.586 -0.963 0.910
*
```

Results
LUMO energy   3.75 eV
HOMO-LUMO gap   6.95 eV



Most stable to least stable: <A>, <B>



<A>
Formula: C5H7ClOS
Source: OMol25
Level of theory: wB97M-V/def2-TZVPD

Geometry as ORCA input:
```
! wB97M-V def2-TZVPD RIJCOSX def2/J DEFGRID3
* xyz 0 1
S 0.846 1.899 1.781
C -0.606 0.848 1.305
C -0.055 -0.087 0.425
C -0.425 -0.504 -0.852
Cl -1.178 0.366 -2.091
C 0.116 -1.928 -1.229
C 0.757 -2.160 0.180
O 0.870 -0.893 0.977
H 1.928 1.780 0.512
H -1.073 0.593 2.261
H -1.548 1.444 0.879
H -0.693 -2.722 -1.492
H 0.725 -1.865 -2.334
H 1.607 -2.886 0.082
H -0.123 -2.817 0.352
*
```

Results
LUMO energy   0.39 eV
SMILES   SCC1=C(Cl)CCO1
HOMO-LUMO gap   8.63 eV



<B>
Formula: C5H7ClOS
Source: OMol25
Level of theory: wB97M-V/def2-TZVPD

Geometry as ORCA input:
```
! wB97M-V def2-TZVPD RIJCOSX def2/J DEFGRID3
* xyz 0 1
C 0.717 -2.772 0.460
C 0.356 -1.703 -0.273
Cl 1.201 -1.704 -1.792
C -0.643 -0.720 0.022
S -1.871 -0.871 1.055
C -0.233 0.580 -0.802
O -0.901 1.793 -0.605
C -0.339 2.576 0.562
H 1.572 -3.447 -0.162
H 0.334 -3.109 1.372
H -0.280 0.410 -1.834
H 0.768 0.864 -0.425
H -1.133 3.303 0.899
H -0.156 1.770 1.270
H 0.608 3.030 0.252
*
```

Results
LUMO energy   -1.02 eV
SMILES   C=C(Cl)C(=S)COC
HOMO-LUMO gap   7.91 eV



Most stable to least stable: <B>, <A>



<A>
Formula: CH7N2O2P
Source: OMol25
Level of theory: wB97M-V/def2-TZVPD

Geometry as ORCA input:
```
! wB97M-V def2-TZVPD RIJCOSX def2/J DEFGRID3
* xyz 0 1
C 0.001 0.073 1.564
N -0.481 -0.692 -0.585
N -0.357 0.456 0.256
O 1.543 0.217 -2.142
O 1.012 2.569 -2.110
P 1.625 1.469 -1.138
H -0.952 -0.035 2.174
H 0.579 -0.866 1.688
H 0.382 0.986 2.020
H -1.280 -0.622 -1.214
H -0.310 -1.525 0.096
H 1.053 -0.546 -1.681
H 0.234 2.326 -2.649
*
```

Results
LUMO energy (alpha / beta)   0.56 / 0.48 eV
HOMO-LUMO gap (alpha / beta)   7.90 / 7.27 eV



<B>
Formula: CH7N2O2P
Source: OMol25
Level of theory: wB97M-V/def2-TZVPD

Geometry as ORCA input:
```
! wB97M-V def2-TZVPD RIJCOSX def2/J DEFGRID3
* xyz 0 1
C 0.991 1.065 -0.291
N 0.243 -0.024 0.254
N 1.052 -1.504 0.070
P -1.416 0.057 -0.510
O -1.975 -1.172 0.350
O -1.891 1.288 0.360
H 0.304 1.986 -0.043
H 1.983 0.978 0.319
H 1.397 1.060 -1.355
H 1.853 -1.378 0.591
H 1.522 -1.541 -0.875
H -2.044 -1.979 -0.210
H -2.018 1.163 1.339
*
```

Results
LUMO energy   0.99 eV
SMILES   CN(N)P(O)O
HOMO-LUMO gap   9.61 eV



Most stable to least stable: <B>, <A>



<A>
Formula: C12H13NO2
Source: OMol25
Level of theory: wB97M-V/def2-TZVPD

Geometry as ORCA input:
```
! wB97M-V def2-TZVPD RIJCOSX def2/J DEFGRID3
* xyz 0 1
C -2.343 0.351 3.012
C -1.197 -0.319 3.388
C -2.509 0.771 1.695
C -0.152 -0.511 2.527
C -1.498 0.487 0.769
C -0.302 -0.134 1.182
C -1.416 0.733 -0.722
C 1.499 -2.500 -1.224
C 0.592 -1.970 -0.437
C 0.703 -0.574 0.062
C 1.543 1.773 -2.190
C 0.415 0.785 -2.464
N -0.250 0.335 -1.241
O -2.300 1.283 -1.384
O 1.889 0.147 0.147
H -2.979 0.562 3.862
H -1.112 -0.453 4.478
H -3.349 1.324 1.268
H 0.814 -0.819 2.865
H 1.297 -3.517 -1.610
H 2.239 -1.909 -1.583
H -0.238 -2.569 -0.088
H 1.809 1.863 -1.082
H 2.519 1.489 -2.772
H 1.349 2.787 -2.543
H -0.357 1.227 -3.000
H 0.699 -0.148 -3.169
H 2.635 -0.495 0.251
*
```

Results
LUMO energy   0.45 eV
HOMO-LUMO gap   9.37 eV



<B>
Formula: C12H13NO2
Source: OMol25
Level of theory: wB97M-V/def2-TZVPD

Geometry as ORCA input:
```
! wB97M-V def2-TZVPD RIJCOSX def2/J DEFGRID3
* xyz 0 1
C -3.156 -0.350 -1.352
N -2.077 -0.318 -0.339
C -1.604 0.957 0.020
O -2.048 2.001 -0.332
C -0.373 0.693 0.816
O 0.020 1.380 2.004
C 0.730 1.638 0.835
C 2.135 1.060 0.949
C 0.517 2.994 0.333
C -0.103 -0.810 0.733
C 0.937 -1.614 1.241
C 0.993 -2.930 0.791
C 0.102 -3.307 -0.252
C -0.938 -2.539 -0.715
C -1.132 -1.282 -0.111
H -4.052 -0.902 -0.918
H -3.603 0.678 -1.292
H -2.798 -0.574 -2.350
H 2.181 0.218 0.358
H 2.382 1.060 2.020
H 2.770 1.910 0.651
H 1.314 3.595 0.732
H -0.454 3.444 0.472
H 0.835 3.012 -0.739
H 1.690 -1.314 1.921
H 1.731 -3.702 1.087
H 0.160 -4.313 -0.670
H -1.474 -2.828 -1.594
*
```

Results
LUMO energy   0.80 eV
SMILES   CN1C(=O)[C@@]2(OC2(C)C)c2ccccc21
HOMO-LUMO gap   9.09 eV



Most stable to least stable: <B>, <A>



<A>
Formula: CH3O3
Source: OMol25
Level of theory: wB97M-V/def2-TZVPD

Geometry as ORCA input:
```
! wB97M-V def2-TZVPD RIJCOSX def2/J DEFGRID3
* xyz -1 1
O 1.887 -0.485 0.982
H 1.095 -0.082 1.120
O -0.548 -0.718 -1.067
C -1.081 0.371 -0.585
O -0.662 1.009 0.415
H -1.916 0.798 -1.157
H 1.894 -1.392 0.910
*
```

Results
LUMO energy   4.60 eV
HOMO-LUMO gap   8.58 eV



<B>
Formula: CH3O3
Source: OMol25
Level of theory: wB97M-V/def2-TZVPD

Geometry as ORCA input:
```
! wB97M-V def2-TZVPD RIJCOSX def2/J DEFGRID3
* xyz -1 1
O 2.018 -0.396 -1.029
H 1.078 -0.117 -1.042
O -2.518 -0.169 0.613
C -1.352 0.213 0.514
O -0.730 0.814 -0.392
H -0.686 -0.017 1.416
H 2.190 -0.328 -0.081
*
```

Results
LUMO energy   4.46 eV
HOMO-LUMO gap   8.55 eV



Most stable to least stable: <B>, <A>